104
Properties=species:S:1:pos:R:3:forces:R:3:mulliken_charge:R:1 method="wB97M-V/def2-TZVPD" homo_energy_ev=-8.92 orbital_gap_ev=7.099
C -5.584720 -3.264946 -1.479491 0.122 0.001 0.769 -0.662
C -5.262200 -3.172001 0.139142 0.845 -0.888 -1.149 -0.201
O -4.669285 -1.834296 0.382606 -2.407 -0.465 1.112 -0.176
C -5.637926 -0.925232 1.026824 0.147 1.010 1.200 -0.453
C -4.859813 0.462792 1.540276 -1.860 -0.028 0.686 -0.267
O -4.713724 1.473905 0.482287 0.604 -1.799 1.672 -0.525
P -3.421860 1.107674 -0.623100 1.249 0.036 -0.823 0.764
H -4.557709 -3.528911 -2.021789 -2.390 0.653 0.991 0.097
H -5.957694 -2.201383 -1.809285 0.682 -2.177 0.449 0.226
H -6.404760 -4.085894 -1.699242 1.783 1.695 0.329 0.301
H -4.412058 -3.983667 0.345616 -1.940 1.894 -0.153 -0.027
H -6.185880 -3.413088 0.823545 1.746 0.720 -1.352 0.347
H -6.130079 -1.391087 2.009733 1.237 0.634 -2.038 0.346
H -6.539451 -0.618545 0.340153 1.840 -0.559 0.982 0.249
H -3.871251 0.230566 2.139901 -1.709 0.227 -1.483 0.095
H -5.607018 0.934858 2.343142 1.558 -0.936 -1.770 0.270
H -2.818746 0.121441 0.235068 -0.592 0.538 -0.171 -0.020
H -4.398043 0.696631 -1.609320 0.300 0.344 0.552 -0.132
H -2.858144 2.459522 -0.541834 -0.992 -0.898 0.137 -0.009
H -2.387162 0.799680 -1.611681 -0.486 0.403 0.863 -0.173
C 1.162329 0.988684 0.624490 0.366 -0.234 -0.168 -0.699
C 0.225920 1.017838 1.574758 -1.334 1.088 -0.678 0.413
C 0.385320 0.251643 2.841711 -0.298 -0.377 0.980 0.806
O -0.483435 0.313036 3.704559 0.589 -0.012 -0.791 -0.576
C 1.598131 -0.565015 3.005290 -0.267 0.127 0.100 -1.018
C 2.532793 -0.596758 2.053427 1.309 -1.168 0.693 0.190
C 2.385953 0.191052 0.798863 -0.124 0.516 -0.792 1.161
O 3.270607 0.156069 -0.049856 -0.300 -0.357 0.798 -0.653
O 3.673764 -1.364254 2.199469 -1.172 1.224 -0.901 -0.602
O -0.928057 1.763171 1.416847 1.452 -1.294 0.849 -0.413
H 1.060396 1.542518 -0.300280 0.052 -0.024 0.135 0.582
H 1.693037 -1.130941 3.923145 -0.002 0.037 -0.046 0.472
H 4.193307 -1.217993 1.378990 -0.218 -0.056 0.341 0.319
H -1.444680 1.621635 2.239857 0.066 0.251 -0.121 -0.006
C -0.272178 -6.710598 -0.158064 0.231 -0.197 0.209 -0.784
C -1.518363 -6.300762 -0.402561 0.172 1.137 -1.502 0.344
C -2.660331 -6.751358 0.440355 -0.907 -0.190 0.422 0.957
O -3.791596 -6.342841 0.202937 0.841 -0.119 -0.099 -0.601
C -2.378324 -7.688250 1.539128 -0.267 0.243 -0.234 -0.967
C -1.132566 -8.100668 1.781290 -0.173 -1.202 1.514 0.379
C 0.012619 -7.628411 0.955665 1.085 0.111 -0.379 0.907
O 1.148909 -8.010793 1.214098 -0.968 0.105 0.041 -0.611
O -0.860815 -8.983219 2.810587 0.404 1.210 -1.567 -0.565
O -1.794141 -5.440198 -1.449221 -0.405 -1.134 1.573 -0.557
H 0.567504 -6.389212 -0.761359 -0.051 -0.019 0.048 0.437
H -3.219820 -8.021749 2.132761 0.047 0.027 -0.032 0.423
H 0.110337 -9.126518 2.781756 -0.386 0.064 0.016 0.349
H -2.764358 -5.292237 -1.416565 0.383 -0.052 -0.019 0.302
C -2.691113 5.201599 6.524865 -0.242 -0.232 -0.168 -0.899
C -1.420654 5.600535 6.611504 -0.030 1.370 1.312 0.312
C -0.356273 4.980348 5.774786 0.998 -0.185 -0.395 0.698
O 0.799059 5.380951 5.862741 -0.925 -0.098 0.151 -0.607
C -0.742271 3.890328 4.865137 0.205 0.191 0.116 -0.372
C -2.012190 3.489203 4.781185 0.189 -1.297 -1.226 0.062
C -3.080557 4.128105 5.597597 -1.051 0.184 0.422 0.723
O -4.241852 3.750098 5.485070 0.960 0.039 -0.137 -0.616
O -2.381449 2.463544 3.930381 -0.483 1.461 1.278 -0.286
O -1.046602 6.607140 7.482682 0.258 -1.400 -1.399 -0.565
H -3.475221 5.645178 7.125475 0.046 -0.032 -0.052 0.418
H 0.044081 3.436281 4.275875 -0.036 0.033 0.032 0.523
H -3.350843 2.361470 4.050204 0.328 0.054 -0.066 0.256
H -0.078316 6.713236 7.358403 -0.389 -0.037 0.045 0.352
C 3.252082 3.560942 -4.891011 0.316 -0.115 -0.090 -0.912
C 2.315673 3.590096 -3.940743 -1.367 1.140 -0.703 0.286
C 2.475073 2.823902 -2.673789 0.092 -0.433 0.701 0.934
O 1.606318 2.885295 -1.810941 0.276 0.248 -0.805 -0.629
C 3.687884 2.007244 -2.510210 -0.249 0.172 0.127 -0.409
C 4.622546 1.975501 -3.462073 0.975 -0.986 0.544 0.073
C 4.475707 2.763310 -4.716636 0.271 0.364 -1.004 0.773
O 5.360360 2.728328 -5.565355 -0.475 -0.174 0.790 -0.630
O 5.763518 1.208005 -3.316031 -1.188 1.265 -0.756 -0.544
O 1.161697 4.335431 -4.098653 1.246 -1.195 0.940 -0.601
H 3.150149 4.114776 -5.815779 0.009 -0.041 0.064 0.429
H 3.782790 1.441318 -1.592355 -0.062 0.045 -0.078 0.615
H 6.283062 1.354265 -4.136509 -0.119 -0.076 0.352 0.328
H 0.645074 4.193893 -3.275643 0.211 0.072 -0.350 0.340
C -2.438333 0.768729 -6.966944 0.335 0.030 0.214 -1.004
C -3.735423 0.467466 -7.053652 -0.439 0.321 -1.829 0.424
C -4.501937 -0.000879 -5.865906 -0.816 -0.354 0.655 0.753
O -5.697195 -0.252058 -5.972115 0.851 0.239 -0.240 -0.612
C -3.778376 -0.149582 -4.593527 -0.345 -0.005 -0.242 -0.718
C -2.480495 0.148426 -4.507858 0.512 -0.408 1.796 0.117
C -1.721000 0.642921 -5.688864 0.811 0.379 -0.640 1.048
O -0.533200 0.926195 -5.574644 -0.819 -0.273 0.234 -0.605
O -1.793695 0.008391 -3.315846 -0.040 0.079 -2.663 -0.427
O -4.415764 0.580722 -8.252165 0.242 -0.392 1.942 -0.567
H -1.869546 1.112388 -7.821753 -0.036 -0.013 0.061 0.412
H -4.343251 -0.507868 -3.742478 0.019 0.003 -0.037 0.559
H -0.872623 0.287659 -3.511129 -0.327 -0.099 0.076 0.211
H -5.338131 0.307229 -8.055392 0.365 0.117 -0.071 0.351
C 9.204126 -0.029156 0.657785 -0.167 0.049 -0.299 -0.994
C 9.238397 0.164388 1.977668 1.530 -0.951 0.557 0.363
C 8.202430 0.982687 2.666721 -0.575 0.527 0.770 0.889
O 8.249507 1.127116 3.883248 0.243 -0.275 -0.829 -0.617
C 7.150107 1.598174 1.843077 0.185 -0.106 0.392 -0.677
C 7.118010 1.407349 0.522774 -1.610 1.046 -0.645 0.209
C 8.137939 0.566608 -0.162086 0.562 -0.537 -0.921 0.990
O 8.071557 0.394593 -1.374589 -0.118 0.307 0.965 -0.565
O 6.133434 1.985042 -0.257660 1.693 -1.087 0.518 -0.499
O 10.238938 -0.390211 2.754493 -1.630 1.045 -0.366 -0.566
H 9.949422 -0.623482 0.144336 -0.056 0.035 0.029 0.409
H 6.413772 2.205057 2.354194 0.040 -0.033 -0.020 0.461
H 6.326302 1.696847 -1.176489 -0.102 0.026 0.128 0.214
H 10.042557 -0.106963 3.673994 0.068 -0.116 -0.368 0.349